1.
CH3I3Si | ωB97M-V with the def2-TZVPD basis set

Properties
E_tot: -33262.0655 eV
Gap between HOMO and LUMO: 7.1972 eV
E_HOMO: -8.670 eV
ΔE to the lowest compared entry with this formula, charge and spin: 147.5 kcal per mole

Last column: Löwdin charge in e.
Cartesian coordinates (Å):
Si  1.1877  0.8097  -1.3193  0.1539
I  -2.9046  -1.7418  0.5006  0.6176
H  0.3281  1.7666  -0.6421  -0.1228
C  -2.0787  -0.3271  1.7596  -1.2658
H  0.5056  0.1235  -2.4041  -0.1274
I  -1.2275  -1.0468  3.4890  0.6182
I  1.7152  -0.9392  0.3322  0.2598
H  2.4742  1.3551  -1.7159  -0.1335


2.
C4H11NO2 | ωB97M-V with the def2-TZVPD basis set

Properties
E_tot: -9910.2859 eV
Gap between HOMO and LUMO: 10.5533 eV
E_HOMO: -9.646 eV
ΔE to the lowest compared entry with this formula, charge and spin: 45.1 kcal per mole
SMILES string: CC(=O)O.CCN

Last column: Löwdin charge in e.
Cartesian coordinates (Å):
H  -0.8223  -2.6125  -0.5370  0.0738
H  -1.2867  0.8671  -1.4714  0.0890
C  3.0968  1.0681  1.2174  -0.0387
C  -2.2376  0.2407  -1.3768  -0.1039
H  -2.9013  -1.7500  -0.5985  0.0812
H  3.7921  1.2176  0.2979  0.1242
O  0.9856  0.4868  1.6908  0.0466
O  1.3663  1.2425  -0.4268  0.0451
H  0.2321  -0.1347  1.4975  0.1168
H  -2.2739  -0.5759  0.6018  0.0570
N  -0.7224  -1.5779  -0.2910  -0.0351
H  3.4573  1.7910  2.0290  0.1201
H  3.4389  0.0744  1.6351  0.1125
C  1.7794  1.0401  0.7367  -0.5795
H  -2.3943  -0.2334  -2.3921  0.0835
C  -2.2213  -0.9573  -0.3776  -0.2336
H  -3.0568  0.8320  -1.2446  0.0170
H  -0.2320  -1.0186  -0.9904  0.0241


3.
C4H8O | ωB97M-V with the def2-TZVPD basis set

Properties
E_tot: -6322.9328 eV
Gap between HOMO and LUMO: 9.7633 eV
E_HOMO: -9.002 eV
ΔE to the lowest compared entry with this formula, charge and spin: 51.5 kcal per mole
SMILES string: C/C=C/CO

Last column: Löwdin charge in e.
Cartesian coordinates (Å):
H  -0.0379  1.9223  -2.2129  0.0737
H  0.2513  -0.2377  2.3547  0.1185
H  -0.1419  0.1673  -2.2102  0.0703
H  -0.9903  1.0938  0.4757  0.1125
C  0.4945  -0.9309  1.5183  -0.2493
H  1.8358  0.0634  0.1594  0.1057
H  -1.5323  1.2024  -1.7703  0.0687
C  -0.1645  0.7820  -0.1881  -0.1571
C  0.7711  -0.0143  0.3486  -0.1239
C  -0.4532  1.0571  -1.6563  -0.0992
H  -0.7806  -1.5765  0.2569  0.0642
O  -0.5361  -1.8876  1.1442  -0.0943
H  1.2840  -1.6413  1.7802  0.1102


4.
C5H14NOS | ωB97M-V with the def2-TZVPD basis set

Properties
E_tot: -19781.2310 eV
Gap between HOMO and LUMO (spin up / spin down): 9.7688 / 6.7306 eV
E_HOMO (spin up / spin down): -8.892 / -8.871 eV
ΔE to the lowest compared entry with this formula, charge and spin: 50.7 kcal per mole
2S+1: 2

Last column: Löwdin charge in e.
Cartesian coordinates (Å):
H  1.3720  -1.8586  1.5849  0.0585
N  -0.1592  0.0112  -0.5917  -0.0891
C  1.2829  3.2736  -1.1019  -0.1328
H  1.3892  4.2893  -1.4924  0.0531
S  -0.4614  -0.9673  2.7234  0.6052
H  -0.4343  2.4228  -0.1454  0.1133
H  -2.1266  -1.7021  -1.9572  -0.0447
H  1.6994  -0.2097  0.3946  0.0869
H  -0.4637  0.8003  -2.5748  0.1468
H  2.2892  2.8575  -1.4604  0.0846
C  0.8590  -0.7605  0.0870  -0.3469
C  0.3100  0.9931  -1.6151  -0.2147
H  -0.9705  -2.2693  -1.0496  -0.0185
O  -1.6924  -2.3969  -1.6397  0.0096
H  1.3554  -1.3939  -0.7645  0.1592
H  1.5769  3.5208  -0.0757  0.0558
H  -0.8279  2.9567  -1.7748  0.0914
H  -0.7055  0.5563  0.0014  0.0508
C  -0.0441  2.4556  -1.2180  -0.2188
C  0.3978  -1.6133  1.2114  -0.5966
H  -0.2642  -2.3974  0.8497  0.0506
H  1.3145  0.9098  -2.0303  0.0963


5.
CH3NS3 | ωB97M-V with the def2-TZVPD basis set

Properties
E_tot: -35077.2549 eV
Gap between HOMO and LUMO (spin up / spin down): 6.5643 / 6.5685 eV
E_HOMO (spin up / spin down): -8.269 / -8.272 eV
ΔE to the lowest compared entry with this formula, charge and spin: 79.3 kcal per mole

Last column: Löwdin charge in e.
Cartesian coordinates (Å):
S  -0.4906  2.1529  -0.0862  0.3895
H  1.0242  -1.6640  -0.5552  0.1538
S  -1.5650  -1.0681  -0.5511  0.7581
H  -2.4746  -0.9298  0.4542  -0.0941
H  0.1834  2.0539  1.1269  -0.2182
C  -0.1672  -0.2988  -0.0179  -0.8088
N  1.0659  -0.6033  -0.2422  -0.6477
S  2.4238  0.3571  -0.1286  0.4674


6.
C5H9O | ωB97M-V with the def2-TZVPD basis set

Properties
Total charge: -1
E_tot: -7376.2384 eV
Gap between HOMO and LUMO: 5.8286 eV
E_HOMO: -1.965 eV
ΔE to the lowest compared entry with this formula, charge and spin: 21.9 kcal per mole
SMILES string: C=CCCC[O-]

Last column: Löwdin charge in e.
Cartesian coordinates (Å):
C  1.6951  0.3970  1.7967  -0.0397
C  -0.6444  -0.4224  -1.0690  -0.2432
O  -2.9961  -0.1367  -1.3773  -0.4000
H  -0.4632  -1.5145  -0.8960  0.0979
H  1.4490  0.1083  -1.3075  0.0950
H  2.2158  -0.2412  2.5227  0.0334
C  1.1317  -0.3208  0.8062  -0.1994
H  -1.7338  1.1735  -0.1575  0.0785
C  0.6966  0.2113  -0.5146  -0.2395
H  0.8192  -1.2953  1.1853  0.0948
H  -2.1506  -0.4042  0.3952  0.0730
C  -1.9406  0.1400  -0.5510  -0.5675
H  0.5077  1.2973  -0.5559  0.1008
H  -0.5015  -0.4441  -2.1413  0.0799
H  1.9151  1.4518  1.8641  0.0360


Question: The lowest E_tot belongs to which entry?
Answer: CH3NS3


Question: Which value of E_tot does entry 5 give?
Answer: -35077.2549 eV


What did the first record say?
CH3I3Si | ωB97M-V with the def2-TZVPD basis set

Properties
E_tot: -33262.0655 eV
Gap between HOMO and LUMO: 7.1972 eV
E_HOMO: -8.670 eV
ΔE to the lowest compared entry with this formula, charge and spin: 147.5 kcal per mole

Last column: Löwdin charge in e.
Cartesian coordinates (Å):
Si  1.1877  0.8097  -1.3193  0.1539
I  -2.9046  -1.7418  0.5006  0.6176
H  0.3281  1.7666  -0.6421  -0.1228
C  -2.0787  -0.3271  1.7596  -1.2658
H  0.5056  0.1235  -2.4041  -0.1274
I  -1.2275  -1.0468  3.4890  0.6182
I  1.7152  -0.9392  0.3322  0.2598
H  2.4742  1.3551  -1.7159  -0.1335